Here is a molecular structure, C42H48AsMoN3O4S from the OMol25 dataset. Energies are from the ωB97M-V functional and the def2-TZVPD basis.

As for the total charge: +2. The value obtained for the gap between HOMO and LUMO is 5.44 eV. The calculation puts the relative energy (zero: lowest compared OMol25 entry of this formula, charge and spin) at 0.00 kJ/mol. For the energy, the calculation gives -130508.5673 eV. The value obtained for the HOMO energy is -13.7 eV. The calculation puts the LUMO energy at -0.30184 Eh.

Each line ends with the Mulliken charge.
Geometry (Å):
1 Mo -0.33536 0.37854 1.89792  -2.0334
2 C 1.44891 -1.96842 3.07004  -1.0579
3 N 0.33418 -1.09183 3.52557  0.5143
4 C -0.73159 -1.95304 4.10125  -0.9725
5 C 0.86473 -0.19346 4.58596  -1.0957
6 C 1.67842 0.88061 3.93976  0.7023
7 C 2.67027 1.57040 4.62574  -1.1432
8 C 3.33908 2.61750 4.01366  -0.9456
9 C 3.03378 2.98610 2.70665  -1.2297
10 C 2.07670 2.28840 1.99406  1.2082
11 C 1.39759 1.23245 2.61261  2.2463
12 H 1.78361 -2.58131 3.90896  0.5104
13 H 2.27676 -1.35803 2.71924  0.2096
14 H 1.11002 -2.61837 2.27131  0.1511
15 H -0.31114 -2.51216 4.93939  0.4270
16 H -1.07787 -2.65712 3.34885  0.2282
17 H -1.55479 -1.34041 4.45316  0.3127
18 H 1.44564 -0.77841 5.30265  0.6598
19 H 0.01591 0.24013 5.11682  0.4195
20 H 2.91171 1.29217 5.64467  0.5400
21 H 4.10620 3.15260 4.55836  0.4604
22 H 3.54965 3.81501 2.24016  0.5417
23 H 1.85081 2.56740 0.97512  0.4334
24 C -5.74849 4.11161 -3.20273  -1.4975
25 C -4.53332 3.88070 -2.35511  0.8074
26 C -3.75991 4.94944 -1.90594  -0.9388
27 C -2.62868 4.74440 -1.13342  -0.6473
28 C -2.26707 3.44002 -0.82083  0.0141
29 C -3.01652 2.35440 -1.25397  0.1816
30 C -4.14902 2.58157 -2.00982  -0.8772
31 S -0.79845 3.20094 0.08724  1.2203
32 O 0.23052 2.61149 -0.70662  -0.5481
33 O -0.50391 4.37415 0.84677  -0.7155
34 N -1.24186 2.00777 1.27226  0.5655
35 C -2.30248 2.58849 2.11640  -0.5199
36 C -2.45788 1.74111 3.34213  -0.1973
37 O -3.22288 1.85469 4.23016  -0.4907
38 O -1.51584 0.71939 3.31830  -0.2848
39 H -6.10564 5.13601 -3.11698  0.3983
40 H -6.55756 3.43714 -2.92377  0.3860
41 H -5.51404 3.92690 -4.25347  0.3087
42 H -4.05373 5.96111 -2.15485  0.4132
43 H -2.04369 5.57930 -0.77079  0.5602
44 H -2.71646 1.34599 -0.99309  -0.0575
45 H -4.75186 1.74390 -2.33984  0.4847
46 H -3.24913 2.62875 1.57271  0.5211
47 H -2.04781 3.60366 2.42376  0.4676
48 C -0.57765 1.96913 -5.98314  -1.7645
49 C -0.24519 1.32654 -4.66883  0.4460
50 C 0.99638 1.52802 -4.07268  -1.0464
51 C 1.30930 0.98221 -2.84065  0.3533
52 C 2.67091 1.24209 -2.24932  -1.6740
53 C 0.34170 0.19466 -2.18450  0.6548
54 As 0.98739 -0.29041 -0.42414  1.7660
55 N -0.35437 -1.03466 0.68335  1.6734
56 C -1.19403 -2.17690 0.80487  -0.1254
57 C -0.68420 -3.46690 0.69008  0.0028
58 C -1.53890 -4.54292 0.87356  -1.0829
59 C -2.88082 -4.33903 1.17372  -0.9339
60 C -3.38088 -3.04926 1.29052  -0.9847
61 C -2.53933 -1.96397 1.10486  -0.3970
62 C 2.28345 -1.74223 -0.55718  1.1639
63 C 3.44510 -1.69921 0.23346  0.5499
64 C 3.95924 -0.44891 0.88550  -1.6520
65 C 4.24546 -2.83284 0.31892  -1.2483
66 C 3.96403 -3.98443 -0.40067  0.3096
67 C 4.83870 -5.19858 -0.30976  -1.6531
68 C 2.87398 -3.95634 -1.26537  -0.8778
69 C 2.02808 -2.86024 -1.37868  0.1479
70 C 0.91471 -2.95744 -2.38919  -0.8135
71 C -0.89212 -0.07374 -2.77873  0.7097
72 C -1.94348 -0.99682 -2.23352  -0.5962
73 C -1.15648 0.51533 -4.01352  -0.7106
74 H 0.27965 1.95704 -6.65567  0.4211
75 H -0.85876 3.01385 -5.83178  0.3040
76 H -1.40931 1.46651 -6.47435  0.4101
77 H 1.74160 2.12789 -4.58284  0.4753
78 H 3.26834 1.84663 -2.92892  0.5750
79 H 3.22658 0.31598 -2.08035  0.2033
80 H 2.60624 1.79274 -1.30699  0.3061
81 H 0.36392 -3.62391 0.47062  0.4633
82 H -1.15277 -5.54976 0.78333  0.5089
83 H -3.53732 -5.18732 1.31367  0.4380
84 H -4.42637 -2.88765 1.51664  0.5220
85 H -2.93417 -0.95439 1.15709  0.4229
86 H 3.18229 0.26113 1.12952  0.1484
87 H 4.64490 0.05087 0.19602  0.4030
88 H 4.52116 -0.67103 1.79297  0.4989
89 H 5.13295 -2.79631 0.94110  0.4664
90 H 5.54248 -5.12232 0.51690  0.3972
91 H 5.41185 -5.32246 -1.23047  0.3516
92 H 4.24199 -6.10123 -0.17676  0.3925
93 H 2.67891 -4.82059 -1.89115  0.5238
94 H 1.09689 -3.81158 -3.03823  0.5687
95 H 0.84652 -2.07166 -3.01490  0.0793
96 H -0.05918 -3.11346 -1.91880  0.0922
97 H -1.55394 -1.70259 -1.51408  -0.9823
98 H -2.37369 -1.57666 -3.05059  0.6148
99 H -2.77038 -0.45726 -1.76313  0.0685
100 H -2.10886 0.30272 -4.48818  0.4689